The following is a quantum chemistry calculation of a molecular structure, C32H21ClIN5OPd, from the Open Molecules 2025 dataset.

Last column: Löwdin spin population.
Cartesian coordinates (Å):
C 1.52548 -3.60333 7.69270  0.000
C 3.74708 -0.04810 -3.96539  0.029
H -0.45216 -3.12882 7.41379  0.000
C -1.39469 -1.76937 -2.93990  0.026
C -5.83726 0.41291 -2.29317  -0.007
H 3.14379 4.50039 -2.60264  -0.001
N 1.98401 -2.20512 3.91840  -0.001
H 3.75672 -3.81078 7.97248  0.000
H 1.26008 -3.92926 8.72776  0.000
H -0.29562 -1.90618 -3.01722  0.001
C -2.27396 -2.85670 -3.08921  -0.003
C 3.13648 -3.05356 6.04191  0.000
H -4.36541 -3.40699 -3.11901  0.002
C 0.38780 3.03175 -1.76901  0.446
H -0.99283 -1.98568 4.47861  0.000
C -5.53258 -0.89385 -2.66012  0.241
C 1.62871 3.26158 -2.32808  0.160
H 2.05095 0.33560 -0.08438  0.001
C -3.14331 -0.36249 -2.44667  0.050
C 4.32297 1.27815 -4.17127  -0.008
I -5.69465 3.12456 -1.25308  0.052
Pd -0.38068 1.11831 -1.94306  1.446
N 1.85342 0.89324 -2.79292  0.119
C 0.19805 5.36917 -1.16625  0.047
N -0.05229 0.28662 0.05646  0.134
C 1.97523 -2.79957 5.27248  0.000
C 0.79903 -1.91150 3.66397  0.000
C -0.91536 -0.62431 2.22925  0.008
O -2.73743 1.92923 -1.63550  0.316
C 2.19611 4.52829 -2.19511  0.034
H -6.90408 0.48622 -2.39321  -0.002
H 2.51447 -0.91569 1.88966  0.001
Cl -6.65524 -2.07924 -2.94716  0.116
H 2.00673 -1.19656 -3.20959  0.000
H -1.91441 -3.85666 -3.15434  -0.001
C -4.12216 -1.27550 -2.67744  0.017
H -1.73804 -0.46039 2.90647  0.001
C 1.17894 0.11121 0.50277  0.008
H -1.41617 4.05153 -0.94710  0.006
H -2.02567 0.55239 0.78113  0.002
C 1.49009 -0.72968 1.60926  0.007
C 0.45025 -1.21333 2.41828  -0.004
C -4.92605 1.33261 -1.94140  0.164
N -1.83420 -0.54348 -2.60818  0.030
C -3.62231 -2.60638 -2.94296  0.027
C 2.55296 -0.19401 -3.31517  0.007
H 3.92455 -2.74683 5.45775  0.000
C 3.53152 2.33376 -3.76368  0.019
N -0.12787 -2.43210 4.55212  0.000
C 0.49126 -3.19604 6.95827  0.000
C 2.35253 2.10914 -2.99890  0.016
C 1.52408 5.58802 -1.57708  0.244
H 4.24797 -0.98465 -4.31379  0.002
C -3.58575 1.07039 -2.00153  0.097
H 3.82169 3.32100 -3.97188  0.001
H 1.89247 6.63029 -1.48825  0.009
H -0.52948 6.07448 -0.79702  -0.001
H 5.31434 1.34504 -4.64032  -0.001
C -0.37996 4.13604 -1.29648  0.131
C 2.91235 -3.64793 7.26054  0.000
C 0.70123 -2.94651 5.66697  0.000
C -1.02370 0.10866 0.98640  0.011

Atoms 1-6, force components in eV/Å:
C 2.72 -1.67 2.84
C 1.39 0.35 -0.42
H -1.20 -0.04 0.45
C 0.19 0.12 0.37
C -2.11 -2.95 -1.39
H 2.04 1.29 -0.39

E   -2466.0761 a.u.
Highest occupied orbital energy (alpha / beta)   -12.41 / -12.40 eV
Relative energy (zero: lowest compared OMol25 entry of this formula, charge and spin)   322.8 kJ/mol
Spin multiplicity   5
Charge   +2
<S²>   6.0640
Kohn-Sham gap (alpha / beta)   6.61 / 3.06 eV